[1]
{"formula": "C13H22N3O2SSiTi", "method": "wB97M-V/def2-TZVPD", "homo_lumo_gap_ev": 6.775, "e_tot_ha": -2359.56794, "relative_energy_kcal_mol": 6.30, "charge": 3, "elements": ["Ti", "O", "C", "C", "C", "C", "C", "C", "N", "H", "H", "H", "H", "H", "H", "H", "C", "Si", "C", "C", "O", "H", "H", "H", "H", "H", "H", "H", "H", "H", "C", "N", "C", "C", "N", "C", "S", "H", "H", "H", "H", "H", "H"], "coordinates": [[0.42420, -0.41953, 0.77485], [0.27880, -1.53708, 2.36858], [0.75854, -0.96366, 3.65664], [1.15896, 0.48747, 3.38868], [1.53987, 1.39385, 4.37506], [1.99246, 2.65191, 3.88574], [1.89949, 3.07385, 2.59228], [1.32490, 2.18021, 1.73825], [0.94046, 0.92603, 2.06557], [-0.23282, -2.33427, 2.62421], [1.67616, -1.51044, 3.97626], [-0.05265, -1.10138, 4.27133], [1.54400, 1.11880, 5.43847], [2.43503, 3.32780, 4.61033], [2.16053, 4.11795, 2.33429], [1.14332, 2.55137, 0.69619], [-3.75193, -1.33695, -0.21433], [-2.82244, 0.25563, -0.11140], [-2.97620, 1.47533, 1.30639], [-2.66820, 0.90105, -1.88369], [-1.07886, -0.27354, 0.09893], [-3.49914, -1.93026, -1.08655], [-4.81970, -1.04607, -0.12702], [-3.61478, -1.88022, 0.71714], [-2.55613, 0.93972, 2.17336], [-4.03618, 1.78040, 1.53181], [-2.28535, 2.32766, 1.21381], [-1.93833, 1.71565, -1.98398], [-3.64836, 1.33846, -2.18366], [-2.53495, 0.20867, -2.71057], [3.56669, -1.88743, -3.44251], [2.16036, -1.56042, -3.45448], [1.40538, -1.78410, -4.54592], [0.13181, -1.28686, -4.27096], [0.16455, -0.80203, -3.04002], [1.38353, -0.98186, -2.54354], [1.91009, -0.47250, -0.97248], [3.89039, -2.61869, -4.25575], [3.93002, -2.28816, -2.36471], [4.20248, -1.02587, -3.74349], [1.87544, -2.14795, -5.37796], [-0.70829, -1.20116, -4.90882], [-0.67315, -0.38138, -2.61634]], "atomic_forces_ev_per_a": [[-0.1, -0.8, -2.4], [0.1, -0.9, 1.3], [2.9, 0.6, -1.7], [-1.5, 0.7, -0.2], [0.4, -0.3, -1.6], [0.2, -0.3, 2.5], [-0.2, 0.5, 0.1], [-0.6, 0.8, -2.3], [1.5, 0.9, 2.5], [0.2, 0.2, -0.6], [-0.9, 0.1, -0.1], [-1.6, 0.1, 2.0], [0.2, 0.2, -0.6], [-0.2, 0.0, 0.1], [-0.1, -1.0, -0.2], [0.0, -0.8, 0.8], [-0.5, 0.9, 1.5], [0.2, 0.1, -1.6], [-0.2, -0.5, 0.1], [-0.7, 1.1, 0.3], [-0.5, 0.1, 0.2], [-0.2, 0.0, 0.0], [0.3, -0.3, -0.6], [0.2, -0.5, 0.0], [-0.5, 0.0, 0.1], [1.2, -0.1, -0.2], [-0.6, 0.0, -0.4], [-0.2, -0.1, 0.0], [0.5, 0.0, 0.4], [0.2, -0.6, 0.2], [3.3, -1.1, 1.5], [-0.3, -0.2, 0.0], [-2.5, 1.4, 1.1], [1.7, -1.3, -2.4], [-0.8, 0.4, 0.8], [0.4, 0.6, 1.9], [0.6, -0.1, 0.6], [-1.2, 0.5, 1.3], [-1.0, 0.9, -2.7], [-0.7, -0.1, 0.7], [0.5, -1.0, -2.1], [-0.6, -0.1, -0.4], [0.9, -0.1, 0.2]], "nbo_charge": [1.68, -0.74, -0.09, 0.20, -0.19, -0.03, -0.23, 0.10, -0.62, 0.57, 0.26, 0.24, 0.29, 0.27, 0.30, 0.25, -1.15, 1.81, -1.13, -1.17, -0.85, 0.27, 0.30, 0.26, 0.24, 0.31, 0.26, 0.25, 0.31, 0.24, -0.47, -0.27, 0.00, -0.01, -0.46, 0.24, -0.04, 0.28, 0.26, 0.26, 0.26, 0.27, 0.47]}

***

[2]
{"formula": "C13H22N4O3", "method": "wB97M-V/def2-TZVPD", "homo_lumo_gap_ev": 8.535, "e_tot_ha": -953.23173, "relative_energy_kcal_mol": 2.16, "charge": 0, "elements": ["C", "C", "C", "C", "O", "N", "C", "C", "C", "N", "C", "C", "O", "N", "C", "C", "O", "N", "C", "C", "H", "H", "H", "H", "H", "H", "H", "H", "H", "H", "H", "H", "H", "H", "H", "H", "H", "H", "H", "H", "H", "H"], "coordinates": [[-3.82327, -1.04939, 1.10975], [-2.70183, -2.05768, 0.77519], [-1.81557, -1.79003, -0.44087], [-1.00948, -0.43588, -0.24696], [-1.60451, 0.67173, -0.06707], [0.26906, -0.47203, 0.14984], [1.06613, 0.67191, -0.01860], [1.24092, 1.65705, 1.05167], [0.54346, 1.53516, 2.42323], [1.89822, 2.92874, 0.77749], [1.32887, 4.19539, 1.36892], [2.58626, 2.94468, -0.41324], [3.23223, 4.00169, -0.61377], [2.54389, 1.99709, -1.46491], [3.16966, 2.42297, -2.80055], [1.75774, 0.87459, -1.29653], [1.90937, -0.14287, -1.95883], [-0.99103, -2.94707, -0.69385], [-0.03081, -3.54974, 0.30287], [-1.33172, -3.79581, -1.77145], [-3.40195, -0.21134, 1.76416], [-4.63161, -1.48385, 1.71398], [-4.34593, -0.59400, 0.28457], [-3.14251, -3.01570, 0.73683], [-2.10330, -2.06650, 1.69156], [-2.44498, -1.50579, -1.29737], [0.79223, -1.26568, -0.21352], [-0.42115, 1.98351, 2.34993], [0.34979, 0.45204, 2.71362], [1.17166, 1.90005, 3.24790], [1.51960, 4.20501, 2.48684], [0.21256, 4.36439, 1.05487], [1.83989, 5.16068, 1.03185], [2.90184, 1.67241, -3.50446], [4.25674, 2.46930, -2.77485], [2.96805, 3.45936, -3.11469], [0.60610, -2.78720, 0.80732], [-0.66647, -4.01752, 1.14222], [0.60227, -4.21522, -0.15330], [-2.41877, -3.67827, -2.07615], [-1.20732, -4.85550, -1.47036], [-0.67434, -3.63064, -2.59326]], "atomic_forces_ev_per_a": [[0.4, 1.1, 1.5], [-0.5, 2.0, 1.3], [0.9, 0.9, 0.4], [-3.6, 2.8, 2.5], [0.7, -2.9, -1.5], [2.8, -1.2, -1.0], [0.6, 5.3, 4.1], [-1.6, -1.2, -2.2], [1.3, -2.1, -0.4], [-1.8, -3.2, 0.1], [-0.2, 1.3, 0.1], [1.9, 4.8, -1.8], [-0.7, -2.0, -0.3], [-0.4, 1.8, 0.7], [0.4, 0.2, 1.4], [1.5, -2.5, 1.0], [-0.5, 0.5, -1.5], [1.7, 0.5, 0.7], [-3.7, 2.7, 2.2], [-1.5, -1.2, 0.0], [-0.6, -0.9, -1.1], [0.4, -0.3, 0.0], [0.2, 0.2, -0.6], [-0.3, -1.3, -0.6], [0.4, -0.2, -0.2], [0.2, -0.7, 0.0], [-0.3, -0.1, 0.0], [-0.6, 0.7, 0.2], [0.3, 1.2, -0.8], [-0.3, 0.4, -0.4], [-0.7, -0.3, -1.3], [2.0, -0.8, 0.9], [-0.2, -1.9, 0.0], [-0.5, -0.4, -0.6], [0.1, -0.5, 0.6], [-0.9, -0.6, 0.5], [-0.6, -0.5, -0.4], [1.2, 0.2, -1.0], [1.2, -1.7, -1.2], [1.3, -0.1, 0.2], [-0.2, 0.3, -0.2], [0.3, 0.0, -1.2]], "nbo_charge": [-0.61, -0.41, -0.10, 0.69, -0.64, -0.63, -0.02, 0.32, -0.68, -0.45, -0.43, 0.79, -0.65, -0.44, -0.40, 0.63, -0.62, -0.49, -0.40, -0.39, 0.21, 0.20, 0.21, 0.21, 0.20, 0.23, 0.42, 0.25, 0.24, 0.23, 0.22, 0.22, 0.26, 0.23, 0.22, 0.23, 0.19, 0.18, 0.21, 0.19, 0.18, 0.19]}

***

[3]
{"formula": "C13H22N7PtS", "method": "wB97M-V/def2-TZVPD", "spin_multiplicity": 3, "homo_lumo_gap_ev": [7.092, 7.261], "e_tot_ha": -1409.14005, "s2": 2.006, "charge": 1, "elements": ["Pt", "C", "C", "N", "N", "C", "N", "S", "C", "C", "C", "C", "C", "N", "H", "H", "H", "H", "H", "H", "H", "H", "H", "C", "N", "C", "C", "N", "N", "C", "C", "H", "H", "H", "H", "H", "H", "H", "H", "H", "H", "H", "H", "H"], "coordinates": [[1.22459, -0.50742, 0.76893], [2.06607, 3.66633, -0.27394], [1.90698, 2.18696, -0.16855], [1.23433, 1.60617, 0.75763], [0.59012, 2.29139, 1.73249], [0.12111, 1.51636, 2.68818], [-0.52573, 2.13075, 3.69028], [0.24090, -0.23492, 2.83965], [2.54722, 1.27757, -1.15698], [3.22793, 1.77417, -2.25805], [3.80868, 0.89172, -3.15637], [3.69508, -0.46866, -2.93532], [3.00242, -0.89944, -1.81648], [2.44893, -0.05510, -0.95015], [1.57653, 4.14629, 0.56713], [1.62295, 4.03774, -1.19999], [3.12291, 3.93739, -0.27723], [-0.53978, 3.13629, 3.71850], [-0.83764, 1.60812, 4.48846], [3.30076, 2.84064, -2.40986], [4.34258, 1.26714, -4.01861], [4.13413, -1.19147, -3.60713], [2.88798, -1.95223, -1.59715], [-0.33126, -3.36176, 0.14527], [-1.48123, -2.53275, 0.45591], [-2.19835, -2.89134, 1.67377], [-1.55997, -1.28768, -0.07281], [-0.46970, -0.73509, -0.57387], [-2.76156, -0.66947, -0.07947], [-2.83915, 0.77225, -0.24359], [-4.01745, -1.39552, -0.21175], [-0.58730, -4.39872, 0.35809], [0.54923, -3.09900, 0.75104], [-0.07174, -3.26559, -0.90581], [-1.47894, -3.09471, 2.46999], [-2.81310, -3.77950, 1.52013], [-2.82759, -2.06839, 1.99760], [-0.66947, 0.09307, -1.11954], [-2.87222, 1.06782, -1.29709], [-1.99049, 1.25161, 0.24381], [-3.75004, 1.12760, 0.23568], [-3.82205, -2.45032, -0.38022], [-4.56654, -1.00491, -1.07011], [-4.64013, -1.28338, 0.67759]], "atomic_forces_ev_per_a": [[0.1, 0.2, 0.0], [0.0, 0.0, 0.0], [0.0, -0.1, 0.0], [0.0, 0.0, 0.0], [0.0, -0.1, 0.0], [0.0, 0.1, 0.0], [0.0, 0.0, 0.0], [0.0, -0.1, 0.0], [0.0, 0.1, 0.0], [0.0, 0.0, 0.0], [0.0, 0.0, 0.0], [0.0, 0.0, 0.0], [0.0, 0.0, 0.0], [0.0, 0.0, 0.0], [0.0, 0.0, 0.0], [0.0, 0.0, 0.0], [0.0, 0.0, 0.0], [0.0, 0.0, 0.0], [0.0, 0.0, 0.0], [0.0, 0.0, 0.0], [0.0, 0.0, 0.0], [0.0, 0.0, 0.0], [0.0, 0.0, 0.0], [0.1, 0.0, 0.0], [0.0, 0.0, 0.0], [0.0, 0.0, 0.0], [0.0, 0.0, 0.0], [-0.1, 0.0, 0.0], [0.0, 0.0, 0.0], [0.0, 0.0, 0.0], [0.0, 0.0, 0.0], [0.0, 0.0, 0.0], [-0.1, 0.0, 0.0], [0.0, 0.0, 0.0], [0.0, 0.0, 0.0], [0.0, 0.0, 0.0], [0.0, 0.0, 0.0], [0.0, 0.0, 0.0], [0.0, 0.0, 0.0], [0.0, 0.0, 0.0], [0.0, 0.0, 0.0], [0.0, 0.0, 0.0], [0.0, 0.0, 0.0], [0.0, 0.0, 0.0]], "mulliken_spin": [1.46, 0.01, 0.02, 0.17, 0.04, -0.02, 0.01, 0.12, -0.03, 0.00, 0.00, 0.01, 0.00, 0.04, 0.00, 0.00, 0.00, 0.00, 0.00, 0.00, 0.00, 0.00, 0.00, 0.04, 0.01, 0.00, 0.01, 0.12, 0.02, 0.00, 0.00, 0.00, -0.03, 0.00, 0.00, 0.00, 0.00, -0.01, 0.00, 0.00, 0.00, 0.00, 0.00, 0.00]}

***

[4]
{"formula": "C13H23BBr33N3O2P", "method": "wB97M-V/def2-TZVPD", "homo_lumo_gap_ev": 7.958, "e_tot_ha": -86132.26804, "charge": 1, "elements": ["N", "C", "N", "N", "C", "P", "B", "O", "O", "H", "H", "H", "H", "H", "H", "H", "H", "H", "H", "H", "H", "C", "Br", "Br", "Br", "H", "C", "Br", "Br", "Br", "H", "C", "Br", "Br", "Br", "H", "C", "Br", "Br", "Br", "H", "C", "Br", "Br", "Br", "H", "C", "Br", "Br", "Br", "H", "C", "Br", "Br", "Br", "H", "C", "Br", "Br", "Br", "H", "C", "Br", "Br", "Br", "H", "C", "Br", "Br", "Br", "H", "C", "Br", "Br", "Br", "H"], "coordinates": [[-0.56648, -0.56483, 4.31596], [-1.47925, -1.31908, 3.49202], [-2.79780, -0.78067, 3.64150], [-1.53281, -2.69626, 3.92223], [-1.10337, -1.42994, 1.95264], [0.31522, -0.48863, 1.36413], [0.07554, 1.46596, 1.32265], [-1.05219, 1.98170, 1.82552], [1.00499, 2.19280, 0.78594], [0.36583, -0.94259, 4.33014], [-0.57301, 0.42871, 4.15054], [-2.82679, 0.21691, 3.48368], [-3.42394, -1.22603, 2.98849], [-1.57467, -2.69117, 4.93762], [-0.65316, -3.14740, 3.70655], [-0.89032, -2.45756, 1.71096], [-1.91525, -1.13395, 1.32167], [0.50295, -0.86571, 0.02575], [1.50958, -0.83837, 1.99620], [-0.89992, 2.32853, 2.71389], [1.84461, 1.71006, 0.67582], [-4.84239, -3.64318, 3.65044], [-6.01951, -2.89713, 4.97469], [-5.27200, -5.48489, 3.29164], [-4.81897, -2.61137, 2.01927], [-3.84074, -3.61190, 4.05468], [1.75313, 0.17885, -2.39582], [-0.10191, -0.09806, -1.96158], [2.90565, -0.29969, -0.92092], [2.24181, -0.74765, -4.00069], [1.88653, 1.23424, -2.57477], [-0.25948, 0.21609, -7.01943], [0.03834, 0.44453, -8.90384], [-0.54374, 1.90273, -6.13564], [-1.69401, -1.01637, -6.66508], [0.63746, -0.21214, -6.60223], [-7.39491, -4.48873, 0.56178], [-8.70973, -3.75917, 1.75765], [-7.65752, -6.37013, 0.26496], [-7.33033, -3.50025, -1.09190], [-6.43399, -4.37364, 1.03377], [4.27118, 4.16784, 0.17578], [3.11932, 4.95637, 1.49785], [4.21081, 2.23160, 0.22349], [3.91360, 4.83635, -1.58254], [5.28234, 4.44516, 0.42817], [-7.42299, 0.32626, 3.17532], [-5.54604, 0.57609, 3.52393], [-8.45994, 1.86434, 3.67440], [-7.71782, -0.18739, 1.34724], [-7.75096, -0.49589, 3.79375], [-10.99868, -1.23726, -1.59017], [-11.17981, -1.27637, 0.32300], [-12.64455, -0.75072, -2.45534], [-9.54162, -0.09843, -2.13233], [-10.75350, -2.23869, -1.90699], [8.52145, 5.13431, -2.13523], [8.17531, 4.95986, -4.01466], [8.27347, 6.93951, -1.52332], [7.47782, 3.88261, -1.10666], [9.55931, 4.88218, -1.97790], [9.39671, -0.19338, -0.67185], [9.71721, 0.06182, 1.20718], [7.51958, -0.07298, -1.09020], [10.43020, 1.02322, -1.74502], [9.71596, -1.19248, -0.92095], [-1.63851, -4.93878, -0.00880], [-1.86058, -5.01088, 1.90279], [-3.26674, -4.39538, -0.85557], [-0.17511, -3.75673, -0.44803], [-1.37755, -5.92559, -0.35733], [12.49586, 6.17121, -4.59775], [11.31262, 5.68354, -6.03118], [12.20288, 7.98158, -4.02255], [12.36133, 4.93189, -3.12456], [13.50401, 6.11058, -4.97481]], "atomic_forces_ev_per_a": [[-0.1, 0.1, -0.1], [-0.3, -0.1, -0.8], [0.4, 0.4, 0.6], [0.3, 0.0, 0.8], [0.9, 0.2, 0.8], [-0.3, -0.5, 0.0], [-0.6, -0.8, 0.4], [-0.8, -0.2, 0.8], [1.7, 0.5, -0.5], [0.2, 0.0, 0.1], [0.0, 0.2, 0.1], [0.1, 0.1, 0.0], [0.0, 0.1, 0.1], [-0.3, 0.1, 0.1], [0.1, -0.2, -0.1], [0.1, -0.3, -0.1], [-0.6, 0.3, -0.4], [0.1, -0.2, 0.7], [0.0, -0.1, 0.2], [-0.4, 0.5, -0.1], [0.1, 0.5, -0.5], [-0.1, -0.1, 0.2], [0.0, 0.0, -0.1], [-0.1, 0.0, 0.0], [-0.5, -0.4, -0.3], [0.1, 0.1, -0.1], [0.0, 0.0, -0.2], [-0.3, 0.2, -1.0], [-0.1, -0.9, -0.4], [0.0, 0.0, 0.2], [0.0, 0.2, 0.0], [-0.1, 0.0, -0.1], [0.0, 0.0, 0.1], [0.0, 0.0, 0.0], [0.0, 0.0, 0.0], [0.1, 0.0, 0.0], [-0.2, -0.1, 0.0], [0.1, -0.2, 0.0], [0.0, 0.1, 0.0], [0.0, 0.0, 0.0], [0.0, 0.0, 0.0], [0.0, 0.3, 0.2], [0.0, -0.1, 0.0], [0.4, 0.7, 0.1], [-0.1, -0.1, 0.0], [0.1, 0.0, 0.0], [-0.1, 0.0, -0.2], [-0.2, 0.3, 0.2], [0.1, 0.0, 0.0], [0.0, 0.2, 0.0], [0.0, -0.1, 0.1], [0.0, 0.0, 0.0], [-0.1, 0.1, -0.1], [0.1, 0.0, 0.0], [0.0, 0.0, 0.0], [0.0, -0.1, 0.0], [0.0, 0.1, -0.1], [-0.1, 0.0, 0.1], [0.0, -0.1, 0.0], [0.2, -0.2, 0.0], [0.1, 0.0, 0.0], [0.0, 0.2, 0.1], [0.0, 0.0, -0.1], [-0.1, 0.0, 0.0], [0.0, 0.0, 0.0], [0.0, -0.1, 0.0], [-0.2, 0.1, 0.3], [0.1, -0.4, -0.3], [0.0, 0.0, -0.2], [0.2, -0.2, -0.4], [0.1, 0.0, -0.1], [-0.2, 0.1, 0.0], [0.1, 0.0, -0.1], [0.0, -0.1, 0.0], [0.0, 0.0, 0.0], [0.1, 0.0, 0.0]], "lowdin_charge": [0.10, -0.72, 0.03, 0.04, -0.30, 1.04, -0.88, 0.17, 0.14, 0.08, 0.07, 0.04, -0.11, 0.11, 0.05, -0.04, 0.09, -0.19, 0.03, 0.13, -0.03, -1.54, 0.63, 0.63, 0.64, -0.06, -1.51, 0.69, 0.60, 0.67, -0.01, -1.67, 0.59, 0.55, 0.57, -0.08, -1.68, 0.55, 0.59, 0.56, -0.17, -1.62, 0.63, 0.57, 0.60, -0.09, -1.62, 0.60, 0.61, 0.52, -0.05, -1.64, 0.54, 0.59, 0.55, -0.04, -1.62, 0.57, 0.59, 0.57, -0.08, -1.64, 0.58, 0.53, 0.57, -0.03, -1.56, 0.66, 0.60, 0.62, -0.02, -1.63, 0.56, 0.58, 0.57, -0.03]}

***

Question: Among the records above, which one has the lowest charge?
Answer: C13H22N4O3